No. 1
C13H38ClIrLaSi4 | the ωB97M-V functional and the def2-TZVPD basis

Summary:
- HOMO level (spin up / spin down): -0.2442 / -0.2441 hartree
- Spin multiplicity: 6
- LUMO level (spin up / spin down): 0.024 / -1.890 eV
- E_tot: -61822.9110 eV
- Orbital gap (spin up / spin down): 6.67 / 4.75 eV

Each line ends with the Löwdin spin population.
Geometry (Å):
La (1.296, 0.042, -1.223)  0.223
Cl (1.051, -0.466, -3.802)  0.316
C (1.739, -2.172, -0.905)  0.011
H (1.423, -2.166, 0.146)  0.000
H (2.795, -2.380, -1.045)  0.001
H (1.061, -2.715, -1.564)  0.002
Ir (2.977, 0.895, -3.719)  2.425
C (2.414, 2.742, -4.321)  0.352
C (4.452, 0.093, -4.825)  0.365
C (3.405, 0.802, -1.798)  0.789
H (5.317, -0.117, -4.169)  0.043
H (4.142, -0.852, -5.320)  0.043
H (4.742, 0.829, -5.597)  0.043
H (2.579, 3.455, -3.493)  0.044
H (3.045, 3.026, -5.184)  0.041
H (1.346, 2.786, -4.624)  0.041
H (4.089, 0.070, -1.319)  0.068
H (3.189, 1.787, -1.309)  0.070
C (-3.087, 0.638, -1.470)  0.000
Si (-2.530, -0.724, -0.323)  0.000
C (-3.866, -1.088, 0.927)  -0.001
C (-2.177, -2.250, -1.349)  0.001
Si (-0.610, -0.134, 0.750)  0.066
Si (-0.704, 1.982, 1.578)  0.018
C (-2.206, 2.179, 2.665)  0.008
C (0.854, 2.303, 2.558)  0.002
C (-0.785, 3.201, 0.164)  0.000
Si (-0.202, -1.646, 2.408)  0.014
C (-1.321, -1.332, 3.871)  0.007
C (-0.534, -3.403, 1.840)  0.000
C (1.569, -1.511, 3.003)  0.001
H (-3.980, 0.283, -2.005)  0.000
H (-2.294, 0.871, -2.193)  0.000
H (-3.346, 1.530, -0.888)  0.000
H (-4.776, -1.371, 0.377)  0.000
H (-3.563, -1.922, 1.572)  0.000
H (-4.070, -0.200, 1.537)  0.000
H (-1.403, -2.027, -2.096)  0.002
H (-1.846, -3.079, -0.715)  0.000
H (-3.106, -2.533, -1.865)  0.000
H (-2.174, 1.480, 3.508)  0.000
H (-2.212, 3.209, 3.051)  0.001
H (-3.117, 2.007, 2.077)  0.000
H (1.737, 2.169, 1.919)  0.001
H (0.818, 3.340, 2.922)  0.000
H (0.904, 1.621, 3.415)  0.000
H (0.099, 3.091, -0.480)  0.000
H (-1.695, 3.047, -0.427)  0.000
H (-0.798, 4.213, 0.595)  0.000
H (-2.375, -1.386, 3.573)  0.000
H (-1.115, -2.108, 4.624)  0.001
H (-1.100, -0.350, 4.305)  0.000
H (0.093, -3.686, 0.988)  0.000
H (-0.312, -4.075, 2.682)  0.000
H (-1.590, -3.515, 1.571)  0.000
H (2.277, -1.721, 2.192)  0.000
H (1.765, -0.510, 3.404)  0.000
H (1.713, -2.252, 3.804)  0.000



No. 2
C13H38F3O11Y | the ωB97M-V functional and the def2-TZVPD basis

Summary:
- HOMO level: -0.2572 hartree
- Relative energy (zero: lowest compared OMol25 entry of this formula, charge and spin): 0.00 kJ/mol
- LUMO level: -3.365 eV
- E_tot: -45806.6957 eV
- Orbital gap: 3.63 eV

Each line ends with the Löwdin charge.
Geometry (Å):
Y (1.095, 4.381, -1.098)  1.842
O (-1.971, 5.813, 1.120)  -0.259
C (-2.415, 4.570, 0.717)  -0.439
C (-2.387, 4.389, -0.813)  -0.333
O (-1.192, 4.714, -1.471)  -0.433
H (-3.390, 4.365, 1.178)  0.102
H (-1.717, 3.843, 1.180)  0.069
H (-3.112, 5.100, -1.224)  0.120
H (-2.656, 3.370, -1.118)  0.098
C (0.207, 1.129, 0.027)  -0.408
O (1.258, 0.340, 0.531)  -0.081
O (0.794, 2.080, -0.763)  -0.318
C (-0.839, 0.240, -0.708)  -0.537
F (-1.676, -0.259, 0.239)  0.120
F (-1.636, 0.982, -1.515)  0.128
F (-0.322, -0.734, -1.446)  0.170
C (0.915, -0.792, 1.334)  -0.236
C (2.238, -1.266, 1.918)  -0.061
H (2.080, -2.221, 2.435)  0.079
H (2.916, -1.559, 1.114)  0.068
H (2.703, -0.596, 2.635)  0.070
H (0.501, -1.568, 0.686)  0.102
H (0.224, -0.583, 2.156)  0.132
H (-0.307, 1.672, 0.827)  0.151
C (5.711, 1.312, 3.780)  -0.166
O (6.179, 1.220, 5.126)  -0.122
H (5.464, 0.347, 3.320)  0.069
H (4.703, 1.722, 3.845)  0.073
H (6.428, 1.825, 3.146)  0.074
H (6.699, 0.411, 5.176)  0.071
C (-3.705, 1.599, 2.746)  -0.171
O (-3.847, 0.639, 3.777)  -0.121
H (-3.765, 1.133, 1.760)  0.069
H (-4.507, 2.334, 2.793)  0.080
H (-2.678, 1.973, 2.728)  0.065
H (-3.871, 1.045, 4.644)  0.071
C (-2.488, 2.660, -4.534)  -0.152
O (-2.391, 4.034, -4.153)  -0.138
H (-3.462, 2.264, -4.228)  0.076
H (-2.425, 2.611, -5.618)  0.074
H (-1.722, 2.079, -4.018)  0.064
H (-2.022, 4.078, -3.262)  0.007
C (-3.189, -2.897, -1.689)  -0.168
O (-3.638, -2.431, -0.424)  -0.125
H (-3.500, -3.933, -1.789)  0.080
H (-3.641, -2.277, -2.477)  0.081
H (-2.115, -2.727, -1.838)  0.065
H (-3.515, -1.478, -0.417)  0.051
C (3.198, -4.432, -0.656)  -0.165
O (2.258, -5.171, -1.426)  -0.141
H (3.663, -5.167, 0.014)  0.078
H (3.921, -4.001, -1.348)  0.074
H (2.806, -3.613, -0.043)  0.051
H (1.410, -5.189, -0.946)  0.032
C (-1.002, -4.626, 0.571)  -0.121
O (0.257, -5.274, 0.511)  -0.124
H (-0.889, -3.546, 0.696)  0.069
H (-1.615, -4.859, -0.295)  0.074
H (-1.579, -4.982, 1.432)  0.089
H (0.636, -5.381, 1.385)  0.093
C (2.870, 0.035, -3.043)  -0.139
O (3.337, 0.810, -1.938)  -0.149
H (3.344, -0.947, -3.034)  0.077
H (1.804, -0.143, -2.865)  0.067
H (2.969, 0.545, -4.001)  0.073
H (2.600, 0.986, -1.345)  0.009



No. 3
C13H39AsF6O6 | the ωB97M-V functional and the def2-TZVPD basis

Summary:
- HOMO level (spin up / spin down): -0.4851 / -0.4851 hartree
- Spin multiplicity: 2
- LUMO level (spin up / spin down): -3.545 / -9.634 eV
- E_tot: -103532.6534 eV
- Charge: +1
- Orbital gap (spin up / spin down): 9.65 / 3.57 eV

Each line ends with the Löwdin spin population.
Geometry (Å):
O (-0.313, -0.830, -0.452)  0.002
H (0.035, -0.901, 0.440)  0.000
H (0.293, -1.262, -1.058)  0.000
H (-0.312, 0.083, -0.749)  0.000
As (-2.302, -0.631, 3.449)  0.000
F (-1.638, 0.787, 2.670)  0.000
F (-3.370, 0.294, 4.639)  0.000
F (-2.868, -2.169, 4.190)  0.001
F (-1.446, -1.600, 2.215)  0.003
F (-0.974, -0.565, 4.704)  0.000
F (-3.721, -0.692, 2.371)  0.000
C (2.822, 0.173, -2.136)  0.000
C (2.325, -0.832, -3.093)  0.000
O (1.008, -1.180, -2.748)  0.000
H (2.819, -0.342, -1.175)  0.000
H (2.262, 1.103, -2.039)  0.000
H (3.888, 0.364, -2.257)  0.000
H (3.022, -1.657, -2.947)  0.000
H (2.348, -0.424, -4.104)  0.000
H (0.433, -0.415, -2.823)  0.000
C (-2.584, -4.666, 1.167)  0.213
C (-1.823, -3.733, 0.093)  0.143
O (-2.119, -4.351, -1.150)  0.563
H (-3.337, -5.339, 0.759)  0.000
H (-3.084, -4.016, 1.885)  0.023
H (-1.867, -5.344, 1.630)  0.018
H (-0.777, -3.728, 0.399)  0.004
H (-2.114, -2.695, 0.252)  0.024
H (-3.028, -4.085, -1.305)  0.004
C (-2.408, 2.321, -2.828)  0.000
C (-1.800, 0.961, -3.195)  0.000
C (-1.483, 0.891, -4.747)  0.000
O (-0.555, 1.039, -2.583)  0.000
H (-1.870, 3.081, -3.395)  0.000
H (-2.418, 2.652, -1.790)  0.000
H (-3.395, 2.426, -3.279)  0.000
H (-2.420, 0.109, -2.915)  0.000
H (-2.303, 1.225, -5.383)  0.000
H (-1.449, -0.170, -4.995)  0.000
H (-0.607, 1.441, -5.091)  0.000
H (-0.625, 1.938, -2.253)  0.000
C (2.085, -1.769, 3.418)  0.000
C (1.952, -0.532, 2.592)  0.000
C (3.124, 0.470, 2.774)  0.000
O (2.013, -0.962, 1.256)  0.000
H (2.850, -2.477, 3.100)  0.000
H (1.192, -2.372, 3.258)  0.000
H (2.313, -1.611, 4.473)  0.000
H (0.990, -0.044, 2.745)  0.000
H (3.196, 0.812, 3.806)  0.000
H (3.097, 1.276, 2.041)  0.000
H (4.040, -0.057, 2.506)  0.000
H (2.927, -1.204, 1.090)  0.000
C (0.865, 3.965, -0.606)  0.000
C (0.933, 2.801, 0.398)  0.000
C (0.693, 3.244, 1.888)  0.000
O (-0.077, 1.810, 0.185)  0.000
H (1.517, 3.689, -1.435)  0.000
H (1.242, 4.921, -0.245)  0.000
H (-0.134, 4.265, -0.921)  0.000
H (1.905, 2.353, 0.194)  0.000
H (1.029, 2.421, 2.520)  0.000
H (-0.366, 3.448, 2.045)  0.000
H (1.305, 4.099, 2.172)  0.000
H (-0.935, 2.196, 0.376)  0.000



Result set for max |F|: 0.0566 0.1339 0.0860 hartree/bohr, one per record in the order listed.